Record 1
DFT (wB97M-V/def2-TZVPD) results for a gas-phase ion, C4H4O4 (charge -2).

```
12
C4H4O4, DFT wB97M-V/def2-TZVPD
O -1.51 -1.68 -1.99
C -1.41 -0.64 -1.26
O -2.11 0.40 -1.34
C -0.32 -0.71 -0.16
C 0.43 0.60 0.08
C 1.38 0.60 1.32
O 2.57 0.99 1.10
O 0.88 0.28 2.43
H -0.63 -1.09 0.81
H 0.39 -1.48 -0.49
H -0.32 1.37 0.33
H 0.98 0.97 -0.78
```

As for the energy above the lowest of the compared OMol25 structures with the same formula, charge and spin: 0.016 eV. The HOMO energy is -0.58 eV. The value obtained for the LUMO energy is 7.0 eV. Its net charge is -2. The SMILES is O=C([O-])CCC(=O)[O-].

***

Record 2
DFT (wB97M-V/def2-TZVPD) results for a molecular structure, C4H4ORb.

```
10
C4H4ORb, DFT wB97M-V/def2-TZVPD
H -1.94 -0.65 0.67
C 2.59 1.20 0.96
C 1.53 1.05 0.39
H 3.58 1.33 1.36
C 0.21 0.79 -0.10
C -0.23 -0.47 -0.26
O -1.55 -0.82 -0.21
Rb -4.14 -2.74 -2.34
H -0.48 1.63 -0.19
H 0.42 -1.33 -0.28
```

As for the energy above the lowest of the compared OMol25 structures with the same formula, charge and spin: 0.000 eV. The HOMO energy is -11.33 eV. The value obtained for the LUMO energy is -4.3 eV. Its net charge is +1.

***

Record 3
DFT (wB97M-V/def2-TZVPD) results for C4H4OS in the gas phase.

```
10
C4H4OS, DFT wB97M-V/def2-TZVPD
S -1.96 0.10 -0.03
C -0.27 0.03 0.02
C 0.64 1.11 0.01
C 1.92 0.65 -0.07
C 1.75 -0.69 0.10
O 0.49 -1.09 -0.08
H -2.41 -1.37 0.55
H 0.12 2.16 0.18
H 2.97 0.98 0.18
H 2.47 -1.39 -0.10
```

As for the energy above the lowest of the compared OMol25 structures with the same formula, charge and spin: 2.540 eV. The HOMO energy is -7.94 eV. The value obtained for the LUMO energy is 0.2 eV. Its net charge is 0. The SMILES is Sc1ccco1.

***

Record 4
DFT (wB97M-V/def2-TZVPD) results for C4H4OS in the gas phase.

```
10
C4H4OS, DFT wB97M-V/def2-TZVPD
C 0.72 -1.14 -0.03
C -0.58 -1.36 0.02
S -1.81 -0.06 -0.05
C -0.71 1.35 -0.06
C 0.61 1.19 -0.01
O 1.35 0.05 -0.06
H 1.42 -1.96 0.02
H -1.04 -2.33 -0.03
H -1.26 2.25 0.19
H 1.31 2.02 0.02
```

As for the energy above the lowest of the compared OMol25 structures with the same formula, charge and spin: 1.510 eV. The HOMO energy is -7.48 eV. The value obtained for the LUMO energy is 0.9 eV. Its net charge is 0. The SMILES is C1=CSC=CO1.

***

Record 5
DFT (wB97M-V/def2-TZVPD) results for C4H4OS in the gas phase.

```
10
C4H4OS, DFT wB97M-V/def2-TZVPD
C 0.32 3.17 -0.22
C 0.47 1.97 -0.09
C 0.52 0.56 0.25
S -1.02 -0.46 0.25
C -0.16 -1.97 -0.03
O 0.96 -2.11 -0.51
H 0.32 4.14 -0.54
H 1.26 0.03 -0.35
H 0.90 0.52 1.29
H -0.73 -2.82 0.31
```

As for the energy above the lowest of the compared OMol25 structures with the same formula, charge and spin: 2.179 eV. The HOMO energy is -9.85 eV. The value obtained for the LUMO energy is 0.5 eV. Its net charge is 0. The SMILES is C#CCSC=O.

***

Record 6
DFT (wB97M-V/def2-TZVPD) results for C4H4OS in the gas phase.

```
10
C4H4OS, DFT wB97M-V/def2-TZVPD
C -2.57 -0.32 1.47
C -1.51 0.07 1.12
C -0.23 0.71 0.64
S 0.64 -0.78 0.15
C 1.44 -0.02 -1.33
O 1.08 1.04 -1.86
H -3.66 -0.36 1.81
H -0.43 1.17 -0.32
H 0.14 1.28 1.49
H 2.26 -0.63 -1.90
```

As for the energy above the lowest of the compared OMol25 structures with the same formula, charge and spin: 2.731 eV. The HOMO energy is -9.62 eV. The value obtained for the LUMO energy is 0.6 eV. Its net charge is 0. The SMILES is C#CCSC=O.

***

Copy entry 3 word for word.
DFT (wB97M-V/def2-TZVPD) results for C4H4OS in the gas phase.

```
10
C4H4OS, DFT wB97M-V/def2-TZVPD
S -1.96 0.10 -0.03
C -0.27 0.03 0.02
C 0.64 1.11 0.01
C 1.92 0.65 -0.07
C 1.75 -0.69 0.10
O 0.49 -1.09 -0.08
H -2.41 -1.37 0.55
H 0.12 2.16 0.18
H 2.97 0.98 0.18
H 2.47 -1.39 -0.10
```

As for the energy above the lowest of the compared OMol25 structures with the same formula, charge and spin: 2.540 eV. The HOMO energy is -7.94 eV. The value obtained for the LUMO energy is 0.2 eV. Its net charge is 0. The SMILES is Sc1ccco1.